[1]
Density functional theory data (ωB97M-V/def2-TZVPD) for a 13-piece molecular cluster, C57H136N13O23 overall at a distorted geometry.

Atoms and positions in Å:
O 0.28071 0.78152 -6.46955
O -4.73525 4.44974 -1.66613
O 6.36432 -9.39934 0.80794
O 0.69787 0.83478 -4.35279
O -3.42144 -2.61009 -1.77023
O 2.08853 -5.02544 1.18878
O -1.51891 0.67839 2.60580
O -5.44233 2.83956 -2.88676
O -1.78801 -1.41995 2.60588
O 2.44722 3.33777 1.40707
O 5.00569 -0.64888 -2.43560
O 2.29978 1.10508 -5.85927
O 6.14668 3.12328 -4.14083
O -3.52527 -0.14699 2.91175
O 2.35063 -6.30804 -0.57954
O -3.64743 2.55511 -1.59763
O -4.93349 -4.19401 -2.03826
O 1.12230 2.69062 5.71736
O 3.86644 -4.78991 -0.14311
O 1.23255 5.98242 2.36985
O -4.26892 -3.07271 -3.76314
O 2.91872 3.72023 -0.68843
O 4.18486 2.40211 0.46798
N 1.10610 0.89342 -5.53748
N -6.26084 -0.52862 0.04148
N 6.09273 -6.40585 2.14780
N -0.28703 -2.12316 -0.52703
N -3.30850 1.48645 -5.53544
N -2.31399 -0.29622 2.70785
N -4.16086 -3.31666 -2.55052
N -0.13782 -0.08401 6.22671
N -4.60647 3.23264 -2.04842
N 2.75392 -5.38274 0.13657
N -1.32549 4.37119 1.27909
N 4.16476 2.27088 -2.54484
N 3.20461 3.14507 0.43698
C -1.15756 -0.90499 -0.63771
C -0.40747 -1.59853 -2.87315
C -3.12578 0.06094 -5.05787
C 1.22690 0.43814 6.38428
C -2.84699 4.38734 0.94420
C 0.56806 -2.41664 5.17437
C -0.91700 -3.17814 0.33529
C 0.73942 5.99995 1.04484
C -2.72277 1.45978 -6.96759
C -0.58733 -0.88003 7.46829
C 4.93078 -5.54059 2.58242
C -3.30379 -0.81572 -6.29238
C -3.72125 3.42724 1.67179
C 1.84383 3.75590 5.15854
C -0.26191 -2.76767 -1.92867
C 5.67670 -7.03366 0.76942
C -1.87908 4.83857 -4.22596
C 6.35048 -7.44638 3.18512
C 1.66964 1.46785 5.38411
C -1.05562 3.84481 2.68161
C -7.20857 -0.46013 -2.19256
C -1.14495 1.00488 6.00748
C 6.61995 -8.11578 0.32592
C 7.32046 -5.62568 1.88014
C -2.46921 2.38770 -4.62394
C -6.00139 -0.05594 -1.40920
C -0.51466 3.93554 -1.04177
C -8.60239 1.93303 2.61236
C 5.20406 -10.01661 0.33394
C 3.68553 -1.17123 0.98438
C -3.17580 0.10591 -7.49943
C 5.32504 -4.37336 3.39236
C -2.55807 6.08273 -3.57517
C 7.26404 -4.69540 0.63478
C -6.54555 0.37714 2.42718
C -6.26939 0.65148 0.92172
C 1.07832 -1.74107 -0.02099
C 4.90794 3.15553 -4.77156
C -0.82528 5.80149 1.09506
C -7.19477 1.76683 3.05351
C 2.60169 6.29050 2.31446
C -2.89513 3.80762 -4.76848
C -0.65575 -0.13707 8.81916
C 4.02177 -0.15173 -3.31981
C -5.10186 -1.47663 0.35518
C -4.78585 1.75169 -5.44503
C 6.19035 -1.21477 -2.95075
C 7.28138 3.49848 -4.86318
C 3.90051 3.19186 -3.68497
C -0.13483 -1.08141 4.95294
C -7.63651 -1.74747 -1.41966
C -1.08029 -0.45151 -2.07013
C 1.11731 -1.16958 1.41648
C -7.56989 -1.27661 0.04633
C 2.57560 -1.52689 1.95274
C -0.58053 3.38956 0.34247
C 3.40207 0.98335 -2.52406
H -1.11704 2.43452 0.41210
H 4.42330 0.05886 -4.32042
H 6.06989 -4.55705 4.17703
H -2.81484 4.21360 -0.10549
H -2.22066 0.73608 6.11760
H -3.85497 -0.21070 -4.30451
H 2.74503 7.27533 1.86933
H 4.78015 4.04784 -5.37726
H -5.38771 0.96177 -5.91441
H 7.43615 -5.13375 -0.36417
H 0.59836 -3.43766 -1.92129
H -0.86989 -0.20041 0.16250
H 2.83405 3.88363 5.61868
H -6.53956 2.62918 2.81272
H -2.44985 -1.48490 -6.24665
H 1.66774 -2.35181 5.41819
H -9.10711 2.69997 3.13030
H 1.26335 5.22282 0.44681
H -1.48762 2.26851 -5.00246
H 5.54541 -8.19545 3.14272
H 7.70687 -8.01982 0.53219
H -7.10012 1.26658 0.56407
H -3.11611 3.97078 -5.81052
H 4.40585 -3.87629 3.76744
H -7.61228 -2.04742 0.81121
H 2.92921 6.33961 3.36909
H 6.62342 -0.70376 -3.81732
H 3.31453 0.56050 -1.53037
H 3.76843 -0.10890 0.72868
H -2.46826 -0.22381 -8.24623
H -1.34856 4.35495 -3.41444
H 3.51373 -1.76916 0.03295
H 1.51244 -0.99032 -0.74015
H 7.36274 2.97500 -5.80143
H 0.41700 3.23045 0.80456
H 0.04925 4.83790 -1.12199
H -2.64316 2.04956 -3.58152
H 2.64840 -2.61124 1.98262
H -1.62308 -1.17871 7.27827
H 4.30407 -9.46142 0.60673
H 1.67395 -2.70376 -0.11266
H 2.48427 1.17982 -3.00131
H 0.11900 0.60164 9.14997
H 0.58467 -1.74327 2.17260
H -3.85853 3.91341 -4.28956
H -1.54704 2.88462 2.74863
H 0.16897 -0.53678 4.08262
H -4.79459 3.51401 1.36309
H -1.00168 1.76439 6.77974
H -9.18732 1.02680 2.64302
H -3.18269 5.74585 -2.75847
H -0.14944 3.16211 -1.78751
H 7.95660 -3.89115 0.81780
H 3.21558 -0.92046 -3.47850
H 3.21618 5.67536 1.64802
H -8.58751 2.15330 1.53090
H -0.43582 -4.11665 0.12657
H -2.17352 -0.35776 -2.33198
H -5.10356 2.71566 -5.91602
H -5.83336 1.03011 -1.40323
H -6.82690 -0.75946 -3.19429
H 1.86034 3.74066 4.07325
H -1.88885 6.90862 -3.25594
H -5.05782 -0.53035 -1.71245
H 8.13110 -6.32481 1.58494
H 1.87332 -0.42243 6.18213
H -1.94120 -3.28033 0.00845
H -4.11376 0.15768 -8.14113
H 7.16917 4.53087 -5.15389
H 3.81227 2.78299 -1.74535
H -1.62367 1.42798 -6.93026
H -4.19082 -1.04987 0.04124
H 5.08056 -10.95102 0.83774
H 0.84498 6.95114 0.52911
H -1.16621 6.35160 1.94814
H -3.23843 6.59459 -4.24899
H -1.21706 5.23561 -5.01296
H 7.25791 -7.99665 3.03103
H -1.35873 6.13673 0.16851
H -0.70467 -0.83668 9.63236
H 5.93611 -3.65031 2.80403
H -1.53171 4.11797 -1.40958
H -3.05144 2.35268 -7.56427
H 4.71261 -7.50791 0.96177
H 1.47224 1.19639 4.33846
H 4.66793 -1.40816 1.38580
H -3.14505 5.41647 1.13856
H 0.49383 -3.09663 4.35796
H 6.51432 -8.15714 -0.79041
H -4.24018 -1.35054 -6.32279
H -5.30176 1.07454 0.71492
H -3.36898 2.37749 1.64688
H 6.93128 -1.22811 -2.17895
H 0.06033 -1.74679 7.51254
H -3.77212 3.54926 2.77042
H 0.09299 -3.01621 5.93122
H -1.49913 4.50217 3.37866
H -8.38393 -0.64921 0.34309
H 6.33125 -6.85601 4.08154
H 2.86790 -1.17322 2.95288
H -4.95751 1.79161 -4.34076
H -1.11992 -1.81924 -3.65136
H 2.84731 2.99675 -3.99255
H 5.26843 -10.18966 -0.75517
H 0.95722 -0.12473 1.45620
H -2.18358 -1.28606 -0.38455
H 0.01933 3.76691 2.88751
H 8.18041 3.37715 -4.23016
H 2.79486 1.54644 5.53051
H 1.38966 0.76657 7.43108
H -8.63128 -2.15826 -1.64060
H -2.12141 -0.02891 -4.61417
H -7.09830 1.75824 4.15761
H 7.56149 -5.10279 2.83115
H 5.22127 2.17911 -2.50869
H 5.46782 -6.25334 0.09810
H 0.51494 -1.29562 -3.34313
H 6.14179 -2.30256 -3.24120
H -0.62672 0.55401 -2.18592
H -0.82508 -2.89822 1.37763
H -1.18811 -1.34801 4.79236
H -0.92056 1.40323 5.06065
H -7.29812 -0.44879 2.66784
H -5.32000 -2.34246 -0.23466
H 4.72853 2.23909 -5.40362
H 4.18986 -6.16235 3.07860
H -6.86708 -2.51654 -1.63820
H -8.00318 0.24632 -2.28089
H 3.97508 4.09427 -3.18341
H -5.13863 -1.70736 1.45042
H -5.64748 0.06452 2.90994
H 4.41855 -5.16807 1.69883
H -1.15240 -3.36712 -1.90350
H -1.55865 0.47442 8.87169
H 1.31029 4.64885 5.44478
H 6.24933 -4.22535 0.53163

## Properties
Strongest force on any atom ... 3.6 eV/Å
HOMO ... -9.70 eV
Total charge ... +1

Atomic partial charges in e from the Mulliken method, atoms 1 to 2: atom 1 (O): -0.74, atom 2 (O): -0.80

---

[2]
Density functional theory data (ωB97M-V/def2-TZVPD) for C4H10N2O as an isolated structure.

Atoms and positions in Å:
O 0.93412 -1.51405 1.10090
N 0.18846 1.34630 1.43412
N 0.17988 -1.74744 -0.10694
C -0.54242 2.25790 1.60856
C -0.98515 -2.56067 0.23177
C -0.18613 2.32698 -0.22453
C 0.77986 1.50659 -1.04903
H -1.68376 -1.95749 0.81200
H -1.47331 -2.85734 -0.70040
H 0.08431 3.37521 -0.17220
H 1.80579 1.61722 -0.70128
H 0.71868 1.90130 -2.06968
H -0.72870 -3.45557 0.81072
H -1.22084 2.18586 -0.51418
H 0.51299 0.45035 -1.05841
H 0.81657 -2.30842 -0.66601
H 0.79967 -0.56671 1.26457

## Properties
Relative energy (zero: lowest compared OMol25 entry of this formula, charge and spin) ... 131.1 kcal/mol
Strongest force on any atom ... 0.5 eV/Å
HOMO ... -9.31 eV

Atomic partial charges in e from the Mulliken method, atoms 1 to 2: atom 1 (O): -0.41, atom 2 (N): -0.25

---

Number 1: energy -4694.5478 Ha. Number 2: energy -342.9925 Ha.